The following is a quantum chemistry calculation of a cluster of 7 separate species, C47H85F8NO24S in total, from the Open Molecules 2025 dataset.

Summary:
- Total charge: 0
- Strongest force on any atom: 0.0452 Eh/bohr
- HOMO: -9.6 eV
- Orbital gap: 9.8 eV
- Total energy: -4899.4751 a.u.

```
166
Properties=species:S:1:pos:R:3:lowdin_charge:R:1
C -2.75808 0.41233 6.01858 -0.10
O -3.76150 -0.55865 5.78962 -0.19
C -3.23668 -1.72899 5.19333 -0.23
C -4.20721 -2.89872 5.34967 -0.17
C -5.68832 -2.51271 5.37035 -0.19
C -6.26440 -2.03835 4.02406 -0.19
C -5.67494 -2.71909 2.78643 -0.22
C -5.93773 -4.22124 2.72668 -0.21
C -5.36175 -4.87673 1.46634 -0.20
C -3.85120 -4.69093 1.30762 -0.20
C -3.03753 -5.42830 2.39784 -0.17
C -1.77177 -4.65318 2.82791 -0.11
C -0.47416 -5.50625 2.86173 -0.19
O -0.13423 -5.57852 4.28145 -0.17
S 1.32805 -5.01252 4.57365 0.58
O 1.15468 -3.65564 4.98008 -0.23
O 2.09252 -5.85219 5.42415 -0.22
O 1.84503 -5.18795 3.10794 -0.15
C 0.76133 -4.97344 2.09984 -0.38
C 0.83556 -3.44855 1.85656 -0.06
C 0.18649 -2.98853 0.56364 -0.17
O 0.88350 -3.40923 -0.59666 -0.11
C 1.30953 -2.37688 -1.43737 -0.09
C 1.38269 -2.91326 -2.89053 -0.38
F 2.62373 -3.32453 -3.22779 0.14
F 0.58622 -4.02518 -2.95499 0.10
C 0.77836 -1.96598 -3.96143 -0.35
F -0.50041 -1.70542 -3.62312 0.16
F 0.74418 -2.67685 -5.11752 0.14
C 1.57266 -0.66574 -4.27583 -0.36
F 1.26737 -0.31686 -5.55434 0.14
F 2.90416 -0.86035 -4.22413 0.16
C 1.25215 0.58926 -3.44931 -0.29
F -0.05294 0.94124 -3.54989 0.09
F 1.63165 0.47436 -2.15254 0.10
N 1.26455 -5.73210 1.00178 0.19
C 0.54180 -6.51620 0.30152 -0.34
C 1.10728 -7.85102 -0.09678 -0.01
C -0.82013 -6.19078 -0.24167 0.00
H -2.48249 0.48563 7.07114 0.08
H -1.84551 0.21753 5.45332 0.08
H -3.11425 1.38874 5.69373 0.09
H -2.31374 -1.99400 5.71560 0.12
H -3.01206 -1.57017 4.13137 0.12
H -4.00505 -3.66926 4.61011 0.07
H -3.99381 -3.36511 6.31436 0.12
H -6.24477 -3.38810 5.70471 0.11
H -5.83192 -1.72004 6.09921 0.10
H -6.18016 -0.95921 3.90261 0.11
H -7.33559 -2.25822 4.02858 0.11
H -4.61545 -2.47217 2.72257 0.09
H -6.15943 -2.27753 1.91129 0.12
H -7.02088 -4.35987 2.71216 0.12
H -5.58068 -4.71173 3.63161 0.09
H -5.61174 -5.93993 1.48879 0.11
H -5.86259 -4.46827 0.58709 0.11
H -3.61416 -3.62934 1.28846 0.10
H -3.59018 -5.10587 0.33235 0.10
H -2.80189 -6.41280 1.99399 0.11
H -3.69713 -5.55929 3.25124 0.10
H -1.95004 -4.32418 3.84725 0.11
H -1.66269 -3.75206 2.23526 0.09
H -0.79573 -6.52325 2.65237 0.15
H 0.27547 -2.97306 2.66400 0.12
H 1.86024 -3.11034 1.96389 0.14
H 0.07987 -1.90208 0.61519 0.13
H -0.83503 -3.36680 0.48681 0.11
H 2.32751 -2.09154 -1.16117 0.15
H 0.61531 -1.53894 -1.43084 0.12
H 1.83628 1.40494 -3.88713 0.17
H 0.34484 -8.62372 -0.05391 0.08
H 1.40495 -7.78575 -1.15188 0.09
H 2.00352 -8.08170 0.46419 0.08
H -1.49866 -5.75179 0.48307 0.05
H -0.71462 -5.57106 -1.13095 0.09
H -1.28117 -7.12408 -0.56713 0.08
C -2.11483 -6.44573 -4.48605 -0.06
C -1.87918 -7.66798 -3.62444 -0.21
O -3.10673 -8.19435 -3.09969 0.04
C -3.84548 -8.89294 -3.96123 -0.61
O -3.56619 -9.12941 -5.10590 0.13
O -4.95385 -9.28186 -3.33177 0.01
C -5.88508 -9.98006 -4.16247 -0.04
H -2.68647 -5.69651 -3.93576 0.08
H -1.16506 -6.00833 -4.79434 0.08
H -2.68278 -6.69927 -5.37982 0.08
H -1.28193 -7.39231 -2.75904 0.09
H -1.33529 -8.44095 -4.16718 0.13
H -5.40941 -10.81937 -4.66436 0.10
H -6.31786 -9.30040 -4.89473 0.10
H -6.66916 -10.34899 -3.50788 0.09
C 2.39784 7.81821 -3.53691 -0.06
C 1.75301 7.78640 -4.90571 -0.21
O 1.70210 6.45506 -5.44191 0.04
C 0.75868 5.66854 -4.93142 -0.61
O -0.04780 5.97429 -4.09378 0.13
O 0.86394 4.46964 -5.50813 0.01
C -0.04353 3.49207 -4.99367 -0.04
H 3.38243 7.34981 -3.56943 0.08
H 2.50695 8.84635 -3.19242 0.08
H 1.79972 7.27327 -2.80793 0.07
H 2.34932 8.36533 -5.60884 0.12
H 0.75442 8.22273 -4.88880 0.12
H -1.06992 3.84992 -5.03012 0.10
H 0.22602 3.23726 -3.97276 0.08
H 0.04934 2.61096 -5.62242 0.09
C 0.80379 9.11657 -9.12406 -0.06
C 1.74025 9.81145 -10.08785 -0.20
O 1.34835 11.17241 -10.32827 0.05
C 1.63835 12.02890 -9.35571 -0.59
O 2.19733 11.76508 -8.32028 0.09
O 1.19043 13.23039 -9.71231 0.02
C 1.35461 14.24520 -8.71820 -0.03
H -0.22759 9.18986 -9.47138 0.08
H 1.06948 8.06383 -9.02703 0.08
H 0.84630 9.57267 -8.13563 0.07
H 1.70708 9.32253 -11.05921 0.12
H 2.77246 9.77699 -9.73978 0.12
H 2.38815 14.30790 -8.38596 0.09
H 0.69795 14.05107 -7.87141 0.10
H 1.07100 15.18416 -9.18372 0.10
C 8.83690 14.80198 -7.52952 -0.07
C 8.74997 13.82553 -6.37617 -0.22
O 7.40861 13.69327 -5.88646 0.03
C 6.59694 12.94563 -6.63614 -0.62
O 6.90031 12.37465 -7.65155 0.12
O 5.39462 12.94530 -6.07056 0.01
C 4.38850 12.24073 -6.81800 -0.05
H 8.40657 15.76374 -7.24691 0.08
H 9.87605 14.95283 -7.82215 0.08
H 8.28592 14.43709 -8.39506 0.07
H 9.33192 14.19276 -5.53277 0.12
H 9.14594 12.84724 -6.64816 0.12
H 4.71305 11.22782 -7.04414 0.10
H 4.16741 12.77667 -7.73034 0.07
H 3.49878 12.20359 -6.20094 0.09
C -2.88358 5.28415 11.34112 -0.07
C -3.50169 5.35181 9.96123 -0.21
O -3.36003 4.11355 9.24985 0.04
C -4.19254 3.14241 9.62141 -0.61
O -5.04125 3.22085 10.46949 0.13
O -3.91227 2.06004 8.89569 0.00
C -4.67683 0.90466 9.25221 -0.03
H -1.84258 4.96480 11.27655 0.08
H -2.92372 6.26090 11.82315 0.08
H -3.40816 4.56817 11.97199 0.07
H -2.98378 6.09421 9.35691 0.12
H -4.55228 5.63819 10.00529 0.12
H -5.74325 1.11705 9.23896 0.10
H -4.37518 0.54796 10.23595 0.10
H -4.45965 0.13869 8.51189 0.08
C 3.94805 -8.37109 5.65708 -0.07
C 4.47332 -9.72228 6.09119 -0.21
O 5.87390 -9.68050 6.41141 0.04
C 6.17626 -9.14402 7.58984 -0.62
O 5.39736 -8.72250 8.40289 0.13
O 7.50534 -9.15100 7.71772 0.00
C 7.97977 -8.52769 8.91195 -0.04
H 4.54433 -7.97710 4.83268 0.09
H 2.91116 -8.44774 5.33438 0.07
H 3.99669 -7.64744 6.46785 0.07
H 4.38506 -10.43653 5.27414 0.12
H 3.91057 -10.12002 6.93577 0.12
H 7.50268 -8.95252 9.79227 0.09
H 7.80363 -7.45383 8.87120 0.10
H 9.04897 -8.71434 8.95635 0.09
```